Entry 1:
Formula: C40H37Cl5IPSeSiZr
Source: the OMol25 dataset
Level of theory: wB97M-V/def2-TZVPD

Last column: Mulliken charge in e.
Cartesian coordinates (Å):
Zr  -0.63307  -1.29439  -0.19133  -1.415
C  2.96334  -2.64092  0.69775  -1.238
C  1.76227  -2.53964  1.59045  0.895
C  1.88245  -1.98848  2.85986  -0.423
C  0.88934  -2.15814  3.81913  0.634
C  1.07679  -1.63987  5.21229  -1.773
C  -0.26292  -2.87594  3.48411  -1.007
C  -0.46790  -3.37619  2.20688  1.351
C  -1.70629  -4.17588  1.90228  -1.492
C  0.54170  -3.15430  1.23596  -1.459
H  2.68890  -2.83905  -0.33531  0.144
H  3.57674  -3.47471  1.04820  0.466
H  3.57654  -1.74264  0.74554  0.112
H  2.80221  -1.48707  3.13526  0.641
H  1.77072  -0.80145  5.23120  0.333
H  1.48758  -2.42808  5.84721  0.399
H  0.13020  -1.32830  5.65329  0.388
H  -1.00899  -3.06149  4.24913  0.444
H  -2.39050  -3.64513  1.23249  0.173
H  -2.25267  -4.39015  2.81859  0.413
H  -1.45525  -5.11918  1.41950  0.349
H  0.52209  -3.73353  0.31511  1.065
I  -1.90304  -0.44627  2.40813  0.298
C  -3.06941  1.25171  1.99846  0.943
C  -4.35035  1.12329  2.45733  -0.679
C  -5.21932  2.22773  2.44685  -1.057
C  -4.73802  3.43358  2.04078  -0.816
C  -3.40905  3.57861  1.57261  0.681
C  -2.95463  4.87415  1.23105  -0.798
C  -1.68399  5.06772  0.78985  -1.373
C  -0.86150  3.95141  0.57187  -0.484
C  -1.25169  2.66056  0.85544  0.381
P  -0.07404  1.39756  0.19649  1.229
C  1.31485  1.36574  1.36944  1.392
C  2.55547  0.87803  0.95363  -0.546
C  3.63681  0.89821  1.82046  -0.972
C  3.48295  1.37694  3.11551  -0.811
C  2.24529  1.83844  3.54180  -0.768
C  1.16508  1.84149  2.67056  -0.991
C  0.59708  2.19124  -1.30376  0.835
C  -0.13259  2.08650  -2.48797  -0.567
C  0.30144  2.73021  -3.63612  -0.670
C  1.47194  3.47851  -3.61520  -0.665
C  2.20722  3.57841  -2.44299  -0.852
C  1.77240  2.94003  -1.28958  -0.045
C  -2.53468  2.45485  1.46858  0.125
H  -4.70135  0.17866  2.85095  0.456
H  -6.23537  2.11542  2.79744  0.452
H  -5.36415  4.31580  2.07484  0.431
H  -3.63837  5.70595  1.34253  0.460
H  -1.31692  6.05684  0.55465  0.476
H  0.10406  4.13354  0.12479  0.492
H  2.68328  0.51542  -0.06037  0.498
H  4.60585  0.55265  1.48273  0.486
H  4.33103  1.40389  3.78724  0.432
H  2.12601  2.22674  4.54483  0.511
H  0.21603  2.24807  2.99792  0.442
H  -1.04559  1.50540  -2.51985  0.022
H  -0.27858  2.65272  -4.54648  0.531
H  1.80705  3.98623  -4.50984  0.434
H  3.11981  4.15919  -2.42063  0.472
H  2.35694  3.03322  -0.38312  0.495
Cl  -3.27176  0.75735  -1.16881  -0.085
C  -3.48434  -0.89039  -1.67586  1.213
C  -2.47992  -1.78149  -1.33653  -0.833
C  -2.63144  -3.07633  -1.80546  1.303
Cl  -1.32413  -4.17614  -1.45993  -0.182
C  -3.72239  -3.50915  -2.54553  -0.621
Cl  -3.83208  -5.12585  -3.08655  -0.154
C  -4.72690  -2.58050  -2.84017  0.817
Cl  -6.09210  -3.06336  -3.73791  -0.143
C  -4.60573  -1.25327  -2.40938  -0.580
Cl  -5.81293  -0.10237  -2.78644  -0.155
C  1.69495  -0.64031  -5.18833  -0.853
Si  2.61410  -1.20891  -3.69032  0.216
C  3.18469  -2.96866  -3.73662  -1.056
C  3.85712  -0.00371  -3.03322  -0.699
Se  0.92497  -1.23208  -1.99020  1.095
H  2.38680  -0.59866  -6.03442  0.415
H  1.28263  0.35889  -5.04141  0.181
H  0.88611  -1.32264  -5.45006  0.330
H  3.94578  -3.07169  -4.51549  0.416
H  2.36845  -3.65032  -3.97754  0.345
H  3.63721  -3.27504  -2.79290  0.329
H  4.65791  0.12879  -3.76628  0.466
H  4.31070  -0.35928  -2.10654  0.271
H  3.40108  0.97125  -2.85259  0.084

Forces on atoms 1 to 6 (eV/Å):
Zr 0.0 0.2 0.1
C 0.0 0.0 0.0
C 0.0 0.0 0.0
C 0.0 0.0 0.0
C 0.0 0.0 0.0
C 0.0 0.0 0.0

Computed properties:
HOMO level	-13.43	eV
total energy	-7224.04953	hartree
HOMO-LUMO gap	0.2652	Eh
lowest unoccupied orbital energy	-6.22	eV
2S+1	1
energy above the lowest of the compared OMol25 structures with the same formula, charge and spin	64.7	kJ/mol
total charge	+2

=====

Entry 2:
Formula: C16H34HfP2
Source: the OMol25 dataset
Level of theory: wB97M-V/def2-TZVPD

Last column: Mulliken charge in e.
Cartesian coordinates (Å):
P  -0.21683  1.09124  -1.40841  0.007
P  -2.06111  0.12919  1.08285  0.585
C  -1.14100  -0.41941  -1.56053  -0.204
C  -2.34984  -0.40918  -0.64874  -1.608
H  -0.47128  -1.27461  -1.40107  -0.159
H  -1.43662  -0.50176  -2.61430  0.670
H  -3.07603  0.34697  -0.98641  0.550
H  -2.83624  -1.38772  -0.64652  0.772
C  -0.86745  -3.38629  0.41869  -0.915
H  -1.55346  -4.12969  0.80674  0.452
H  -0.57626  -3.68823  -0.58960  0.371
H  -1.47749  -2.49625  0.31253  -0.253
C  -3.08447  -0.94865  2.08320  -1.041
H  -3.37007  -1.87070  1.57788  0.416
H  -3.98218  -0.35875  2.30398  0.421
H  -2.56818  -1.18713  3.01130  0.388
C  0.99391  0.52092  -3.94771  -1.363
H  1.36084  1.38065  -4.51565  0.330
H  -0.11026  0.46903  -4.07478  0.375
H  1.46151  -0.38800  -4.32520  0.449
C  -1.13009  2.41023  -2.21070  -1.308
H  -2.00990  2.65100  -1.59744  0.492
H  -1.47896  2.08358  -3.20010  0.431
H  -0.51665  3.31231  -2.31406  0.428
Hf  -0.95039  1.94844  1.71925  0.277
C  0.31280  -3.22707  1.31172  -0.183
C  1.48953  -2.69853  0.94502  -0.406
C  1.80320  -2.23400  -0.46017  -0.309
C  2.59202  -0.88460  -0.66084  -0.410
C  2.36256  -0.27763  -1.97108  -0.608
C  1.44111  0.70255  -2.49130  0.503
C  0.53655  1.56242  0.07215  0.495
C  0.35771  0.35458  1.02154  -1.510
C  1.11418  3.07470  2.06360  -1.435
H  0.09256  -3.58417  2.30781  0.474
H  2.29851  -2.64472  1.67717  0.420
H  0.83983  -2.16105  -0.97927  -0.038
H  2.39823  -3.01344  -0.98471  0.465
H  2.40614  -0.19086  0.17779  0.267
H  3.65031  -1.19438  -0.60229  0.615
H  3.11474  -0.52217  -2.72149  0.493
H  1.88420  1.71637  -2.36146  0.588
H  -0.51474  2.52137  0.06846  -0.241
H  1.51475  2.02955  0.00273  1.082
H  0.44651  -0.66602  0.67738  0.507
H  0.73505  0.58232  2.06407  -0.215
H  0.99756  3.81088  2.86932  0.436
H  1.59165  3.62592  1.23897  0.307
H  1.90416  2.38728  2.41142  0.403
C  -0.50297  1.75034  3.93314  -1.407
H  -0.38022  0.75028  4.36912  0.323
H  -1.38730  2.18568  4.44239  0.456
H  0.34985  2.34717  4.30362  0.362

Forces on atoms 1 to 6 (eV/Å):
P 2.9 -0.8 -3.1
P -2.7 -3.3 -1.0
C 0.0 -0.4 -0.1
C -0.5 -0.4 0.1
H -0.4 0.4 0.2
H -0.1 0.2 0.1

Computed properties:
HOMO level (spin up / spin down)	-12.74 / -12.73	eV
total energy	-1359.71308	hartree
HOMO-LUMO gap (spin up / spin down)	0.1187 / 0.1171	Eh
lowest unoccupied orbital energy (spin up / spin down)	-9.51 / -9.54	eV
2S+1	1
energy above the lowest of the compared OMol25 structures with the same formula, charge and spin	886.0	kJ/mol
total charge	+2

=====

Entry 3:
Formula: C4H7N2
Source: the OMol25 dataset
Level of theory: wB97M-V/def2-TZVPD

Last column: Mulliken charge in e.
Cartesian coordinates (Å):
C  -0.65674  -0.21115  -0.15284  0.195
C  -3.06561  0.37591  0.02402  -0.187
C  1.73318  1.03736  -0.00877  -0.927
C  1.71578  -0.40416  -0.06112  -0.108
N  -1.86472  -0.06375  -0.08016  -0.035
N  0.41631  -0.96010  0.15709  -0.190
H  -3.25642  1.03220  0.73862  0.337
H  -3.71870  -0.07966  -0.72908  0.275
H  2.34585  1.67060  -0.73790  0.288
H  1.50321  1.44612  0.94911  0.374
H  2.01715  -0.95048  -0.90639  0.354
H  2.35256  -0.88846  0.66420  0.298
H  0.47816  -2.00444  0.14322  0.326

Forces on atoms 1 to 6 (eV/Å):
C -0.4 -2.3 1.2
C 0.6 -3.5 -3.9
C 1.8 1.6 -1.5
C 1.1 -0.9 0.1
N 3.0 0.0 -0.1
N -3.1 0.2 -0.1

Computed properties:
HOMO level (spin up / spin down)	-12.82 / -15.12	eV
total energy	-265.66879	hartree
HOMO-LUMO gap (spin up / spin down)	0.3127 / 0.3066	Eh
lowest unoccupied orbital energy (spin up / spin down)	-4.31 / -6.77	eV
2S+1	3
energy above the lowest of the compared OMol25 structures with the same formula, charge and spin	146.3	kJ/mol
total charge	+1

=====

> total charge of number 3 (C4H7N2)?

+1